[1]
{
  "formula": "C34H67BrN7O23S5",
  "method": "ωB97M-V/def2-TZVPD",
  "species": ["C", "C", "C", "C", "C", "N", "C", "Br", "N", "C", "N", "C", "C", "C", "C", "C", "C", "C", "O", "C", "C", "C", "C", "C", "N", "C", "N", "N", "N", "C", "C", "C", "C", "O", "O", "H", "H", "H", "H", "H", "H", "H", "H", "H", "H", "H", "H", "H", "H", "H", "H", "H", "H", "H", "H", "H", "H", "H", "H", "H", "H", "H", "H", "H", "H", "H", "H", "H", "H", "H", "H", "H", "H", "H", "H", "H", "H", "H", "H", "H", "H", "H", "C", "C", "O", "S", "O", "O", "O", "H", "H", "H", "H", "C", "C", "O", "S", "O", "O", "O", "H", "H", "H", "H", "C", "C", "O", "S", "O", "O", "O", "H", "H", "H", "H", "C", "C", "O", "S", "O", "O", "O", "H", "H", "H", "H", "C", "C", "O", "S", "O", "O", "O", "H", "H", "H", "H"],
  "coordinates": [[2.439, 5.751, 6.406], [2.728, 6.674, 5.172], [2.849, 5.751, 3.925], [2.318, 6.409, 2.619], [3.355, 7.415, 1.999], [1.785, 5.459, 1.636], [0.568, 5.546, 1.166], [-0.815, 6.778, 1.547], [0.279, 4.626, 0.252], [1.448, 3.922, 0.174], [1.567, 2.891, -0.642], [2.725, 2.011, -0.808], [3.696, 2.481, -1.919], [4.460, 1.231, -2.423], [5.295, 0.543, -1.300], [4.554, -0.729, -0.797], [5.077, -1.241, 0.581], [5.343, -2.768, 0.557], [5.401, -3.309, 1.864], [4.171, -3.889, 2.282], [0.402, 2.561, -1.498], [-0.703, 1.765, -0.717], [-2.071, 2.465, -0.809], [-3.149, 1.868, 0.152], [-2.534, 1.492, 1.440], [-3.184, 0.437, 2.148], [-3.412, -0.692, 1.658], [-3.535, 0.718, 3.528], [2.397, 4.404, 1.005], [3.778, 4.060, 1.275], [3.996, 2.954, 2.371], [2.712, 2.168, 2.783], [3.113, 0.717, 3.102], [2.427, -0.175, 2.729], [4.248, 0.461, 3.773], [3.131, 4.895, 6.327], [2.581, 6.280, 7.353], [1.427, 5.342, 6.271], [1.960, 7.452, 5.059], [3.721, 7.106, 5.376], [2.392, 4.772, 4.134], [3.926, 5.575, 3.762], [1.484, 7.044, 2.947], [4.350, 7.325, 2.449], [3.375, 7.249, 0.909], [2.976, 8.439, 2.123], [3.229, 1.782, 0.143], [2.326, 1.045, -1.149], [4.364, 3.311, -1.643], [3.068, 2.814, -2.766], [3.684, 0.526, -2.750], [5.054, 1.464, -3.318], [6.288, 0.221, -1.640], [5.357, 1.242, -0.446], [4.679, -1.557, -1.517], [3.470, -0.558, -0.721], [6.014, -0.700, 0.800], [4.370, -1.044, 1.403], [6.335, -2.917, 0.092], [4.626, -3.286, -0.105], [3.368, -3.833, 1.531], [3.808, -3.346, 3.176], [4.316, -4.934, 2.601], [0.768, 1.866, -2.271], [0.017, 3.432, -2.041], [-0.331, 1.673, 0.315], [-0.800, 0.742, -1.111], [-2.434, 2.317, -1.843], [-2.029, 3.553, -0.659], [-3.921, 2.636, 0.347], [-3.632, 1.030, -0.364], [-2.363, 2.301, 2.025], [-3.077, -0.752, 0.696], [-3.910, 1.670, 3.501], [-2.636, 0.824, 4.008], [4.289, 3.703, 0.373], [4.362, 4.935, 1.591], [4.794, 2.245, 2.106], [4.355, 3.461, 3.280], [1.950, 2.077, 2.002], [2.240, 2.544, 3.704], [4.168, -0.470, 4.052], [0.705, -2.959, -1.935], [0.668, -3.897, -3.120], [0.723, -3.032, -4.266], [1.601, -1.737, -3.913], [2.922, -1.929, -4.393], [0.841, -0.578, -4.229], [1.619, -1.915, -2.316], [-0.269, -2.508, -1.756], [1.048, -3.453, -1.028], [-0.232, -4.506, -3.140], [1.547, -4.546, -3.142], [1.884, -8.063, 2.033], [1.887, -8.925, 0.789], [1.945, -7.992, -0.297], [2.792, -6.703, 0.153], [4.121, -6.849, -0.312], [2.013, -5.542, -0.111], [2.780, -6.986, 1.737], [0.894, -7.641, 2.223], [2.220, -8.605, 2.914], [0.999, -9.549, 0.711], [2.777, -9.555, 0.744], [-6.971, -0.017, -0.242], [-5.984, -1.076, -0.683], [-6.785, -2.083, -1.308], [-8.052, -1.392, -2.016], [-7.757, -1.212, -3.395], [-9.227, -2.043, -1.572], [-7.941, 0.042, -1.293], [-7.480, -0.308, 0.679], [-6.502, 0.955, -0.103], [-5.422, -1.493, 0.150], [-5.289, -0.684, -1.432], [-9.339, -0.388, -6.104], [-8.252, -1.136, -6.844], [-8.712, -1.195, -8.199], [-9.567, 0.129, -8.531], [-8.722, 1.061, -9.188], [-10.817, -0.268, -9.064], [-9.779, 0.627, -7.015], [-10.188, -1.039, -5.883], [-8.978, 0.059, -5.183], [-8.091, -2.135, -6.449], [-7.310, -0.583, -6.828], [-2.987, -4.427, 1.795], [-2.009, -5.390, 1.154], [-2.420, -5.466, -0.216], [-3.033, -4.050, -0.665], [-2.017, -3.310, -1.335], [-4.307, -4.270, -1.237], [-3.215, -3.422, 0.801], [-3.939, -4.913, 2.015], [-2.592, -3.979, 2.704], [-2.029, -6.375, 1.614], [-0.988, -4.997, 1.180]],
  "mulliken_charge": [-1.28, -0.38, -0.06, -0.25, -1.61, 0.12, 0.21, -0.04, -0.41, 0.68, 0.80, -0.22, -0.84, -0.41, -0.77, 0.30, 0.11, -0.68, -0.46, -0.34, -1.54, 0.03, -1.04, -0.15, -0.19, 0.36, -0.39, -0.67, 0.36, -0.54, -0.84, 0.84, -0.14, -0.58, -0.48, 0.30, 0.40, 0.32, 0.37, 0.28, -0.21, 0.27, 0.58, 0.39, 0.38, 0.35, -0.24, 0.02, 0.12, 0.51, -0.09, 0.41, 0.52, 0.19, 0.60, -0.35, 0.35, -0.38, 0.33, 0.36, 0.02, 0.22, 0.26, 0.56, 0.70, 0.01, 0.44, 0.29, 0.35, 0.37, -0.12, 0.26, 0.05, 0.33, 0.30, -0.41, 0.63, 0.57, 0.52, -0.75, 0.68, 0.50, 0.01, -0.37, -0.36, 1.06, -0.59, -0.59, -0.13, 0.27, 0.22, 0.34, 0.33, -0.21, -0.45, -0.31, 1.09, -0.64, -0.36, -0.31, 0.16, 0.33, 0.34, 0.32, -0.24, 0.00, -0.28, 1.04, -0.51, -0.57, -0.34, 0.36, 0.24, 0.15, 0.16, -0.12, -0.27, -0.34, 1.08, -0.53, -0.53, -0.33, 0.29, 0.15, 0.28, 0.33, -0.33, -0.14, -0.31, 0.89, -0.56, -0.53, -0.24, 0.29, 0.33, 0.34, 0.05],
  "lumo_ev": -2.384,
  "e_homo_ev": -11.3,
  "charge": 1,
  "spin_multiplicity": 1
}

---

[2]
{
  "formula": "C3H6O2",
  "method": "ωB97M-V/def2-TZVPD",
  "species": ["C", "C", "C", "H", "H", "H", "H", "H", "H", "O", "O"],
  "coordinates": [[0.551, -0.057, 0.503], [-0.074, 1.064, -0.409], [-0.871, 0.119, 0.267], [2.284, -0.540, -0.423], [0.882, 0.267, 1.397], [0.088, 2.118, -0.309], [-0.006, 0.852, -1.489], [-1.582, 0.248, 1.166], [-1.098, -2.009, -0.316], [1.436, -1.050, -0.169], [-1.609, -1.013, -0.218]],
  "mulliken_charge": [-0.41, -0.53, 0.27, 0.31, 0.36, 0.29, 0.22, 0.27, 0.34, -0.53, -0.59],
  "smiles": "O[C@@H]1C[C@@H]1O",
  "e_above_lowest_kj_mol": 378.6,
  "lumo_ev": 0.714,
  "e_homo_ev": -9.6,
  "charge": 0,
  "spin_multiplicity": 1
}

---

[3]
{
  "formula": "C2H2Si",
  "method": "ωB97M-V/def2-TZVPD",
  "species": ["C", "C", "Si", "H", "H"],
  "coordinates": [[-2.161, 0.408, -1.424], [-1.181, 0.047, -0.714], [0.346, -0.033, 0.213], [1.841, -1.629, 1.785], [1.155, 1.207, 0.140]],
  "mulliken_charge": [0.02, -0.19, 0.16, 0.00, 0.02],
  "s2": 2.014,
  "e_above_lowest_kj_mol": 182.4,
  "lumo_ev": [-1.952, -3.517],
  "e_homo_ev": [-9.0, -9.9],
  "charge": 0,
  "spin_multiplicity": 3
}

---

[4]
{
  "formula": "C10H16",
  "method": "ωB97M-V/def2-TZVPD",
  "species": ["C", "C", "C", "C", "C", "C", "C", "H", "H", "H", "H", "H", "H", "H", "H", "C", "C", "C", "H", "H", "H", "H", "H", "H", "H", "H"],
  "coordinates": [[-1.284, 3.421, 0.379], [0.437, 0.182, 1.473], [0.288, 1.410, 0.858], [-0.630, -0.387, 2.004], [-0.978, 1.949, 0.804], [-1.921, 0.109, 1.980], [-2.082, 1.217, 1.292], [1.396, -0.419, 1.443], [1.126, 1.938, 0.449], [-0.461, -1.391, 2.518], [-2.668, -0.420, 2.537], [-0.470, 4.068, 0.385], [-2.015, 3.787, 1.109], [-3.062, 1.724, 1.116], [-1.689, 3.507, -0.671], [1.573, -1.864, -1.072], [1.609, -0.684, -1.986], [0.745, -3.008, -1.674], [2.498, -2.306, -0.734], [0.986, -1.428, -0.106], [1.701, -1.227, -3.013], [-0.276, -2.781, -1.751], [1.338, -3.318, -2.609], [2.543, -0.044, -1.871], [0.545, -0.211, -1.884], [0.752, -3.823, -0.979]],
  "mulliken_charge": [-1.54, -0.75, -0.63, 0.11, 0.73, -0.98, -0.40, 0.52, 0.35, 0.16, 0.40, 0.41, 0.39, 0.24, 0.22, 0.13, -1.05, -1.37, 0.41, -0.24, 0.35, 0.35, 0.36, 0.29, 0.17, 0.34],
  "s2": 0.758,
  "e_above_lowest_kj_mol": 199.2,
  "lumo_ev": [3.865, 3.758],
  "e_homo_ev": [1.4, -3.9],
  "charge": -1,
  "spin_multiplicity": 2
}

---

[5]
{
  "formula": "C13H19N",
  "method": "ωB97M-V/def2-TZVPD",
  "species": ["C", "C", "C", "C", "H", "H", "H", "H", "H", "H", "H", "H", "H", "H", "C", "C", "C", "C", "C", "C", "C", "C", "C", "N", "H", "H", "H", "H", "H", "H", "H", "H", "H"],
  "coordinates": [[-0.978, 0.981, 2.568], [-0.698, 2.448, 2.122], [-2.323, 0.921, 3.346], [-0.697, 0.220, 1.298], [-0.283, 0.613, 3.272], [-1.349, 3.230, 2.546], [-2.393, 1.457, 4.287], [-3.070, 1.331, 2.742], [-2.532, -0.095, 3.682], [0.487, 0.118, 1.101], [-1.029, -0.696, 1.383], [-1.232, 0.710, 0.454], [-0.814, 2.575, 1.017], [0.311, 2.739, 2.344], [3.073, 0.674, -1.956], [2.575, -1.206, -0.409], [2.183, -0.335, -1.386], [0.536, -1.892, -1.281], [0.865, -0.662, -1.904], [-0.742, -2.517, -1.378], [-0.076, -0.013, -2.689], [-1.558, -1.798, -2.248], [-1.332, -0.597, -2.979], [1.517, -2.190, -0.335], [3.377, -1.154, 0.318], [1.663, -3.079, 0.072], [2.908, 1.168, -2.863], [4.022, 0.053, -2.127], [-1.184, -3.193, -0.746], [0.061, 1.005, -3.150], [-2.629, -2.197, -2.334], [-1.952, -0.048, -3.575], [3.290, 1.428, -1.193]],
  "mulliken_charge": [0.94, -1.32, -1.66, -1.37, 0.24, 0.40, 0.41, 0.42, 0.35, 0.10, 0.59, 0.28, 0.31, 0.31, -1.40, -0.80, 0.53, 0.17, 0.82, -1.08, -0.27, -0.10, -0.96, -0.01, 0.38, 0.22, 0.45, 0.26, 0.50, 0.28, 0.21, 0.52, 0.28],
  "smiles": "Cc1c[nH]c2ccccc12.CC(C)C",
  "e_above_lowest_kj_mol": 248.1,
  "lumo_ev": 0.878,
  "e_homo_ev": -7.8,
  "charge": 0,
  "spin_multiplicity": 1
}

---

[6]
{
  "formula": "H4O2",
  "method": "ωB97M-V/def2-TZVPD",
  "species": ["H", "H", "H", "H", "O", "O"],
  "coordinates": [[-0.852, -0.565, -0.534], [-1.093, -1.040, 0.766], [0.421, 0.445, -0.580], [1.694, 1.171, 0.169], [-1.465, -0.334, 0.235], [1.295, 0.323, -0.056]],
  "mulliken_charge": [0.31, 0.33, 0.32, 0.30, -0.64, -0.62],
  "smiles": "O.O",
  "e_above_lowest_kj_mol": 62.7,
  "lumo_ev": 0.748,
  "e_homo_ev": -11.3,
  "charge": 0,
  "spin_multiplicity": 1
}

---

[7]
{
  "formula": "C7H8O3PS",
  "method": "ωB97M-V/def2-TZVPD",
  "species": ["C", "C", "C", "C", "C", "C", "C", "O", "O", "O", "P", "S", "H", "H", "H", "H", "H", "H", "H", "H"],
  "coordinates": [[2.017, 0.993, -0.641], [1.947, -0.351, -0.227], [0.977, 1.949, -0.624], [0.752, -1.002, 0.113], [-0.198, 1.586, -0.199], [-0.395, -0.313, 0.274], [0.638, -2.565, 0.376], [-2.649, -1.588, 0.946], [-2.783, 0.581, 0.068], [-2.135, -1.358, -1.445], [-1.743, 2.404, 0.161], [-2.123, -0.741, -0.071], [3.040, 1.303, -1.016], [2.771, -1.044, -0.237], [1.047, 3.027, -0.966], [0.783, -2.561, 1.491], [-0.456, -2.731, -0.006], [1.438, -3.086, -0.178], [-1.155, 3.537, 0.610], [-1.774, 1.959, 1.568]],
  "mulliken_charge": [0.00, -0.74, -0.38, 0.70, 0.13, -0.39, -1.15, -0.65, -0.55, -0.64, -0.15, 1.11, 0.22, 0.31, 0.27, 0.27, 0.30, 0.36, -0.02, 0.02],
  "e_above_lowest_kj_mol": 441.8,
  "lumo_ev": 3.416,
  "e_homo_ev": -4.2,
  "charge": -1,
  "spin_multiplicity": 1
}

---

[8]
{
  "formula": "C29H34BFeIN7OS3SeTe",
  "method": "ωB97M-V/def2-TZVPD",
  "species": ["Fe", "C", "N", "C", "C", "N", "B", "N", "C", "C", "N", "C", "C", "S", "C", "S", "H", "H", "H", "H", "H", "H", "H", "H", "H", "H", "H", "H", "N", "C", "S", "N", "C", "C", "C", "C", "C", "C", "H", "H", "H", "H", "H", "H", "H", "H", "N", "C", "O", "C", "I", "H", "H", "H", "H", "Se", "Te", "C", "C", "C", "C", "C", "C", "C", "C", "C", "C", "C", "C", "H", "H", "H", "H", "H", "H", "H", "H", "H", "H"],
  "coordinates": [[-0.880, 1.795, 1.169], [1.878, 4.231, -0.445], [2.268, 3.809, 0.885], [2.822, 4.642, 1.833], [3.025, 3.888, 2.933], [2.601, 2.606, 2.666], [2.839, 1.466, 3.721], [1.698, 0.393, 3.787], [1.981, -0.920, 4.100], [0.822, -1.551, 4.381], [-0.178, -0.615, 4.230], [-1.589, -0.860, 4.450], [0.371, 0.570, 3.865], [-0.507, 2.023, 3.554], [2.132, 2.572, 1.417], [1.474, 1.192, 0.599], [1.326, 5.165, -0.382], [1.220, 3.480, -0.868], [2.760, 4.351, -1.077], [3.002, 5.684, 1.641], [3.436, 4.151, 3.891], [2.890, 2.016, 4.798], [3.859, 0.876, 3.439], [2.993, -1.286, 4.108], [0.615, -2.565, 4.675], [-1.851, -1.836, 4.042], [-2.158, -0.088, 3.941], [-1.820, -0.837, 5.515], [0.639, 1.422, -2.557], [-0.692, 1.474, -2.621], [-1.686, 1.035, -1.339], [-1.264, 1.891, -3.782], [-0.753, 1.840, -5.101], [0.265, 0.971, -5.487], [0.660, 0.924, -6.817], [0.052, 1.728, -7.768], [-0.964, 2.591, -7.380], [-1.366, 2.647, -6.057], [1.063, 1.244, -1.647], [1.195, 1.878, -3.263], [-2.244, 2.108, -3.688], [0.722, 0.309, -4.766], [1.440, 0.234, -7.111], [0.359, 1.675, -8.804], [-1.447, 3.224, -8.112], [-2.161, 3.318, -5.752], [-4.319, -0.320, 0.357], [-3.818, 0.730, 1.010], [-2.731, 0.660, 1.597], [-4.627, 1.997, 1.117], [-5.610, 2.575, -0.686], [-3.688, -1.089, 0.179], [-5.134, -0.216, -0.224], [-3.953, 2.808, 1.380], [-5.404, 1.879, 1.868], [-1.490, 3.892, 0.725], [-0.655, -1.696, 0.834], [1.117, -2.200, -0.197], [1.087, -2.383, -1.576], [2.254, -2.705, -2.258], [3.450, -2.841, -1.565], [3.479, -2.656, -0.188], [2.315, -2.332, 0.495], [-1.129, -3.718, 1.285], [-2.240, -4.318, 0.698], [-2.570, -5.635, 0.998], [-1.790, -6.362, 1.886], [-0.675, -5.772, 2.467], [-0.350, -4.454, 2.174], [0.154, -2.275, -2.115], [2.229, -2.850, -3.331], [4.360, -3.083, -2.099], [4.411, -2.755, 0.354], [2.341, -2.163, 1.566], [-2.841, -3.762, -0.011], [-3.434, -6.094, 0.533], [-2.050, -7.385, 2.127], [-0.058, -6.335, 3.156], [0.524, -4.002, 2.628]],
  "mulliken_charge": [1.12, -0.85, 0.34, -0.68, -0.65, 0.43, 0.82, 0.23, -1.06, -0.55, 0.42, -0.79, -0.01, -0.58, -0.85, -0.20, 0.37, 0.14, 0.30, 0.47, 0.47, -0.19, -0.24, 0.59, 0.65, 0.29, 0.12, 0.32, 0.06, -0.04, -0.04, 0.01, 0.14, -0.20, -0.68, -0.47, -0.51, -0.47, -0.34, 0.38, 0.25, 0.61, 0.38, 0.38, 0.37, 0.39, -0.15, 0.25, -0.12, -0.90, 0.03, 0.12, 0.19, 0.19, 0.51, -0.64, 0.23, 0.18, -0.40, -0.60, -0.52, -0.60, -0.09, 0.26, -0.46, -0.63, -0.46, -0.72, 0.03, 0.42, 0.43, 0.38, 0.43, 0.20, 0.28, 0.39, 0.37, 0.40, 0.34],
  "s2": 8.776,
  "e_above_lowest_kj_mol": 3.5,
  "lumo_ev": [0.128, -0.290],
  "e_homo_ev": [-7.0, -7.4],
  "charge": 0,
  "spin_multiplicity": 6
}

---

[9]
{
  "formula": "C4H9NO",
  "method": "ωB97M-V/def2-TZVPD",
  "species": ["C", "C", "C", "N", "C", "H", "H", "H", "H", "H", "H", "H", "H", "H", "O"],
  "coordinates": [[-1.097, 2.182, 0.278], [-0.342, 0.887, 0.092], [-0.555, 0.022, -0.995], [-0.495, -1.314, -0.880], [-0.333, -2.057, -1.966], [-1.785, 2.123, 1.121], [-1.564, 2.524, -0.647], [-0.407, 2.987, 0.594], [0.550, 0.827, 0.692], [-0.571, 0.381, -2.042], [0.039, -1.611, -2.893], [-0.236, -3.121, -1.839], [2.274, 0.304, 3.584], [3.007, -0.130, 2.232], [2.228, -0.235, 2.792]],
  "mulliken_charge": [-0.99, 0.05, -0.63, -0.53, -0.61, 0.18, 0.32, 0.27, 0.24, 0.27, 0.19, 0.28, 0.30, 0.31, -0.64],
  "s2": 0.793,
  "e_above_lowest_kj_mol": 139.2,
  "lumo_ev": [3.461, 3.455],
  "e_homo_ev": [-0.4, -1.7],
  "charge": -1,
  "spin_multiplicity": 2
}

---

[10]
{
  "formula": "C2H6N2",
  "method": "ωB97M-V/def2-TZVPD",
  "species": ["C", "C", "N", "N", "H", "H", "H", "H", "H", "H"],
  "coordinates": [[0.030, 0.173, 0.682], [-0.033, 0.287, -0.637], [-1.258, 0.234, -1.426], [1.274, 0.095, 1.416], [-0.878, 0.207, 1.274], [0.806, 0.565, -1.264], [-1.940, -0.121, -0.758], [-1.104, -0.501, -2.097], [1.203, -0.657, 2.104], [1.900, -0.282, 0.706]],
  "mulliken_charge": [-0.20, -0.20, -0.61, -0.61, 0.28, 0.34, 0.24, 0.25, 0.25, 0.26],
  "smiles": "N/C=C/N",
  "e_above_lowest_kj_mol": 142.7,
  "lumo_ev": 1.196,
  "e_homo_ev": -7.9,
  "charge": 0,
  "spin_multiplicity": 1
}

---

Number 1: DFT total energy -8014.09949 Ha. Number 2: DFT total energy -268.26102 Ha. Number 3: DFT total energy -366.54945 Ha. Number 4: DFT total energy -390.50736 Ha. Number 5: DFT total energy -561.42823 Ha. Number 6: DFT total energy -152.85105 Ha. Number 7: DFT total energy -1236.70487 Ha. Number 8: DFT total energy -7034.43542 Ha. Number 9: DFT total energy -287.69216 Ha. Number 10: DFT total energy -189.27521 Ha.